<w>
Entry from the Open Molecules 2025 dataset: C3H7NO3 in the gas phase (ωB97M-V/def2-TZVPD).

Geometry as XYZ:
```
14
Properties=species:S:1:pos:R:3:lowdin_charge:R:1
O 0.008 -1.520 -2.476 0.073
C -0.027 -1.379 -1.273 -0.631
O -0.994 -1.930 -0.496 0.093
N 0.852 -0.639 -0.533 0.058
C 0.464 -0.036 0.762 -0.139
C -0.234 1.315 0.489 -0.246
O -0.612 1.898 1.716 -0.051
H -1.504 -2.464 -1.124 0.127
H 1.543 -0.316 -1.211 0.154
H -0.125 -0.779 1.279 0.116
H 1.436 0.115 1.267 0.126
H -1.102 1.078 -0.135 0.121
H 0.410 1.952 -0.099 0.116
H -0.114 2.706 1.834 0.083
```

The value obtained for the orbital gap is 10.470 eV. The calculation puts the LUMO energy at 0.70 eV. The HOMO energy is -9.77 eV. The SMILES is O=C(O)NCCO.

<x>
Entry from the Open Molecules 2025 dataset: a molecular structure, C3H7NO3 (ωB97M-V/def2-TZVPD).

Geometry as XYZ:
```
14
Properties=species:S:1:pos:R:3:lowdin_charge:R:1
C -1.835 -0.942 0.633 0.014
C 1.104 1.618 -0.159 -0.013
C -0.678 -0.702 -0.302 -0.509
N 0.645 -0.845 0.394 0.004
O 1.904 -0.962 -0.302 -0.004
O -0.717 -0.336 -1.413 0.115
O 0.373 0.592 0.590 -0.195
H -2.752 -0.368 0.402 0.101
H -1.608 -0.689 1.615 0.049
H -2.073 -2.052 0.760 0.118
H 2.150 1.797 0.128 0.095
H 0.501 2.475 0.018 0.088
H 1.036 1.186 -1.140 0.065
H 1.950 -0.774 -1.225 0.073
```

The value obtained for the orbital gap is 10.095 eV. The calculation puts the LUMO energy at 0.82 eV. The HOMO energy is -9.27 eV.

<y>
Entry from the Open Molecules 2025 dataset: a molecular structure, C3H7NO3 (ωB97M-V/def2-TZVPD).

Geometry as XYZ:
```
14
Properties=species:S:1:pos:R:3:lowdin_charge:R:1
C 2.571 -0.479 -0.593 -0.312
C -2.748 0.000 -0.211 -0.067
C -0.629 0.588 0.340 -0.193
N 0.566 0.305 0.696 -0.088
O 1.436 0.682 1.542 -0.038
O 1.324 -0.610 -0.486 -0.109
O -1.392 -0.093 -0.374 -0.033
H 2.816 0.291 -1.430 0.095
H 3.284 -1.357 -0.777 0.087
H 3.276 -0.129 0.521 0.176
H -3.061 -0.898 -0.620 0.078
H -3.147 0.952 -0.688 0.133
H -3.121 -0.088 0.802 0.097
H -1.175 0.836 1.280 0.175
```

The value obtained for the orbital gap is 9.268 eV. The calculation puts the LUMO energy at 0.38 eV. The HOMO energy is -8.89 eV.

<z>
Entry from the Open Molecules 2025 dataset: 2 unconnected molecules or ions with the total composition C3H7NO3 (ωB97M-V/def2-TZVPD).

Geometry as XYZ:
```
14
Properties=species:S:1:pos:R:3:lowdin_charge:R:1
C -0.784 0.847 -1.120 0.006
C -0.601 -1.258 0.546 -0.005
C -0.105 -0.141 -0.194 -0.192
N 1.310 -0.100 -0.340 -0.356
O 1.789 0.614 -1.231 0.096
O 1.909 -0.745 0.531 0.052
O 0.305 1.498 1.459 -0.210
H -0.253 1.684 -0.482 0.130
H -1.887 0.749 -1.139 0.105
H -0.356 0.703 -2.077 0.072
H 0.262 -1.880 0.840 0.107
H -1.248 -1.779 -0.214 0.134
H -1.158 -1.094 1.382 0.075
H 0.816 0.901 2.038 -0.014
```

The value obtained for the orbital gap is 7.544 eV. The calculation puts the LUMO energy at -2.33 eV. The HOMO energy is -9.88 eV.

Result of the stability comparison: <w> is the most stable of them.

<w>
Entry from the Open Molecules 2025 dataset: 2 unconnected molecules or ions with the total composition C3H7NO3 (ωB97M-V/def2-TZVPD).

Geometry as XYZ:
```
14
Properties=species:S:1:pos:R:3:lowdin_charge:R:1
C -0.474 0.340 0.031 0.005
C 0.160 -0.838 0.712 -0.475
O 0.264 -0.988 1.898 0.095
N 0.644 -1.893 -0.124 0.114
C 0.096 -2.338 -1.303 -0.331
O -0.757 -1.811 -1.965 0.047
H 0.176 0.829 -0.685 0.093
H -0.775 1.005 0.830 0.075
H -1.315 -0.106 -0.506 0.083
H 1.009 -2.617 0.483 0.139
H 0.551 -3.284 -1.635 0.132
O 0.067 3.518 0.634 -0.055
H -0.432 4.323 0.451 0.039
H 0.786 3.860 1.178 0.040
```

The value obtained for the orbital gap is 10.888 eV. The calculation puts the LUMO energy at 0.69 eV. The HOMO energy is -10.19 eV. The SMILES is CC(=O)NC=O.O.

<x>
Entry from the Open Molecules 2025 dataset: C3H7NO3 in the gas phase (ωB97M-V/def2-TZVPD).

Geometry as XYZ:
```
14
Properties=species:S:1:pos:R:3:lowdin_charge:R:1
C -0.339 1.910 1.010 -0.090
N -0.485 0.687 0.080 0.022
C 0.409 -0.166 0.202 -0.107
C 0.333 -1.465 -0.724 -0.681
O -0.744 -1.657 -1.643 0.056
O 0.251 -2.548 0.119 0.024
O 1.443 -1.538 -1.537 0.046
H -0.567 2.859 0.618 0.034
H 0.691 1.985 1.421 0.075
H -1.239 1.799 1.710 0.097
H 1.343 -0.194 0.833 0.143
H -1.496 -1.431 -1.105 0.088
H 1.078 -2.654 0.739 0.169
H 1.171 -1.408 -2.466 0.127
```

The value obtained for the orbital gap is 10.656 eV. The calculation puts the LUMO energy at 0.75 eV. The HOMO energy is -9.91 eV. The SMILES is C/N=C/C(O)(O)O.

<y>
Entry from the Open Molecules 2025 dataset: C3H7NO3 in the gas phase (ωB97M-V/def2-TZVPD).

Geometry as XYZ:
```
14
Properties=species:S:1:pos:R:3:lowdin_charge:R:1
C -1.886 0.706 -0.307 -0.142
N -1.513 -0.664 -0.519 0.000
C -0.630 -1.350 0.037 -0.278
O 0.683 -1.133 0.259 -0.001
C 1.292 0.216 -0.143 -0.445
O 1.203 1.029 0.951 0.058
O 2.555 -0.115 -0.525 0.065
H -1.451 1.124 0.607 0.081
H -1.665 1.308 -1.192 0.070
H -2.977 0.758 -0.311 0.068
H -0.889 -2.361 0.351 0.124
H 0.817 0.726 -0.982 0.164
H 1.571 0.574 1.722 0.120
H 2.890 -0.818 0.051 0.117
```

The value obtained for the orbital gap is 9.184 eV. The calculation puts the LUMO energy at 0.53 eV. The HOMO energy is -8.65 eV. The SMILES is C/N=C\OC(O)O.

<z>
Entry from the Open Molecules 2025 dataset: C3H7NO3 in the gas phase (ωB97M-V/def2-TZVPD).

Geometry as XYZ:
```
14
Properties=species:S:1:pos:R:3:lowdin_charge:R:1
N -1.248 1.079 -0.358 0.061
C -0.007 0.399 0.078 -0.273
C -0.553 -1.073 0.414 -0.241
O -1.036 -1.030 1.725 -0.068
C 1.245 0.430 -0.797 -0.405
O 1.145 0.906 -1.912 0.103
O 2.348 -0.076 -0.044 0.083
H -1.345 1.195 -1.311 0.040
H -1.252 2.026 0.024 0.085
H 0.398 0.782 1.069 0.165
H 0.347 -1.801 0.466 0.135
H -1.370 -1.235 -0.390 0.144
H -1.777 -1.638 1.616 0.088
H 3.107 0.036 -0.579 0.083
```

The value obtained for the orbital gap is 10.350 eV. The calculation puts the LUMO energy at 0.70 eV. The HOMO energy is -9.65 eV. The SMILES is N[C@@H](CO)C(=O)O.

Result of the stability comparison: <w> is the most stable of them.

<w>
Entry from the Open Molecules 2025 dataset: C3H7NO3 in the gas phase (ωB97M-V/def2-TZVPD).

Geometry as XYZ:
```
14
Properties=species:S:1:pos:R:3:lowdin_charge:R:1
C 1.766 0.810 -0.373 -0.014
C 0.976 -0.423 -0.200 -0.365
O 1.482 -1.479 0.079 0.079
C -0.567 -0.634 -0.651 -0.317
O -0.902 -1.859 -0.147 -0.038
O -1.541 0.386 -0.196 -0.180
N -2.386 -0.056 0.902 0.051
H 2.864 0.583 -0.501 0.103
H 1.730 1.395 0.660 0.140
H 1.309 1.378 -1.222 0.099
H -0.541 -0.462 -1.713 0.148
H -0.125 -2.156 0.482 0.153
H -1.791 -0.049 1.702 0.061
H -2.570 -0.987 0.507 0.080
```

The value obtained for the orbital gap is 10.137 eV. The calculation puts the LUMO energy at 0.62 eV. The HOMO energy is -9.52 eV. The SMILES is CC(=O)[C@@H](O)ON.

<x>
Entry from the Open Molecules 2025 dataset: 2 unconnected molecules or ions with the total composition C3H7NO3 (ωB97M-V/def2-TZVPD).

Geometry as XYZ:
```
14
Properties=species:S:1:pos:R:3:lowdin_charge:R:1
O 3.541 -0.387 -0.881 0.053
C 2.757 0.451 -1.232 -0.257
C 2.058 1.343 -0.181 -0.149
N 1.300 0.606 0.796 0.020
C 0.587 -0.498 0.441 -0.336
O 0.591 -0.953 -0.682 0.038
H 2.666 0.751 -2.288 0.121
H 2.878 1.907 0.245 0.125
H 1.380 1.990 -0.738 0.115
H 1.649 0.681 1.738 0.134
H -0.201 -0.792 1.151 0.135
O -6.277 -1.509 0.843 -0.046
H -6.039 -2.396 0.601 0.023
H -6.890 -1.196 0.187 0.022
```

The value obtained for the orbital gap is 10.412 eV. The calculation puts the LUMO energy at 0.80 eV. The HOMO energy is -9.61 eV. The SMILES is O=CCNC=O.O.

<y>
Entry from the Open Molecules 2025 dataset: C3H7NO3 in the gas phase (ωB97M-V/def2-TZVPD).

Geometry as XYZ:
```
14
Properties=species:S:1:pos:R:3:lowdin_charge:R:1
C -0.017 0.610 0.190 -0.564
C -1.224 0.008 0.619 0.176
N -0.011 1.218 -1.093 0.101
C 0.725 -1.043 -0.038 -0.413
O 0.696 1.251 1.229 0.005
O -0.652 -1.821 0.125 -0.064
O 1.306 -1.197 -1.103 0.004
H 1.630 1.264 0.983 0.105
H -0.941 -1.979 -0.787 0.104
H 0.747 0.856 -1.666 0.078
H 0.007 2.228 -1.047 0.090
H -1.374 -0.215 1.666 0.120
H -2.091 0.011 -0.024 0.113
H 1.198 -1.191 0.946 0.146
```

The value obtained for the orbital gap is 8.326 eV. The calculation puts the LUMO energy at -0.25 eV. The HOMO energy is -8.58 eV.

Result of the stability comparison: <x> is the most stable of them.

<w>
Entry from the Open Molecules 2025 dataset: 2 unconnected molecules or ions with the total composition Cl2H2NOP (ωB97M-V/def2-TZVPD).

Geometry as XYZ:
```
7
Properties=species:S:1:pos:R:3:lowdin_charge:R:1
N -0.723 2.249 -0.389 0.104
O 0.332 -2.138 1.772 -0.467
P 0.660 -1.433 0.541 -0.003
Cl -0.650 -2.004 -0.964 0.185
Cl 2.453 -1.940 -0.160 0.264
H -1.637 2.033 -0.574 -0.078
H -0.435 3.234 -0.228 -0.006
```

The value obtained for the orbital gap (spin up / spin down) is 8.801 / 8.855 eV. The calculation puts the LUMO energy (spin up / spin down) at -1.01 / -2.67 eV. The HOMO energy (spin up / spin down) is -9.81 / -11.52 eV.

<x>
Entry from the Open Molecules 2025 dataset: 2 unconnected molecules or ions with the total composition Cl2H2NOP (ωB97M-V/def2-TZVPD).

Geometry as XYZ:
```
7
Properties=species:S:1:pos:R:3:lowdin_charge:R:1
N 1.016 1.111 0.560 -0.162
O 0.467 -1.392 0.941 -0.345
P 1.274 -0.338 0.348 0.199
Cl 2.936 -0.855 -0.642 0.347
Cl -3.389 0.505 -0.465 0.213
H 1.498 1.697 -0.038 -0.038
H -3.802 -0.729 -0.704 -0.213
```

The value obtained for the orbital gap is 10.827 eV. The calculation puts the LUMO energy at -0.38 eV. The HOMO energy is -11.21 eV.

Result of the stability comparison: <x> is the most stable of them.